This record from the OMol25 dataset describes a structure of composition C16H72B10Ca2O4. The level of theory is the ωB97M-V functional and the def2-TZVPD basis.

Calculated values
Total charge: -6
Highest occupied orbital energy, eV: 7.765

XYZ file:
```
104
C16H72B10Ca2O4, DFT the ωB97M-V functional and the def2-TZVPD basis
Ca 1.6124 -2.7684 -0.8164
Ca -2.6551 -1.2769 -1.6794
B -2.4268 -3.3821 -3.4969
H -1.8965 -3.1228 -4.4801
H -1.7879 -3.0081 -2.6688
H -3.3681 -2.8171 -3.3034
H -2.5899 -4.5155 -3.4258
B -3.3684 -2.9265 0.0353
H -3.9406 -3.5686 0.7952
H -3.1041 -3.4990 -0.8751
H -4.0062 -2.0652 -0.2399
H -2.4081 -2.5207 0.4207
B 1.6764 -3.1409 -3.4434
H 1.5002 -4.2217 -3.8062
H 1.7505 -2.4770 -4.3738
H 0.8604 -2.7684 -2.7910
H 2.6303 -3.0887 -2.8868
B 2.3027 0.7172 -3.5307
H 2.2483 1.3825 -4.4849
H 1.5420 1.0704 -2.7517
H 2.0354 -0.3065 -3.9576
H 3.3879 0.6724 -3.1566
B -0.2379 -1.0081 -0.6303
H -0.5915 -1.8656 -1.2310
H 0.2673 -1.3705 0.2877
H 0.4970 -0.4859 -1.2799
H -1.0416 -0.2633 -0.4256
B 2.6444 -2.2336 1.7065
H 2.4535 -1.5759 2.6240
H 1.8298 -2.9648 1.5114
H 2.7203 -1.5905 0.8050
H 3.6435 -2.8090 1.7233
B -0.8550 -3.1946 2.9326
H -0.4384 -4.2226 2.6458
H -0.6225 -3.0407 4.0583
H -0.3783 -2.3586 2.3194
H -1.9798 -3.1161 2.7024
B -2.0590 0.5000 -3.1672
H -2.8179 0.7460 -2.3975
H -2.2557 -0.5351 -3.5043
H -2.0477 1.2859 -4.0016
H -1.0739 0.5333 -2.6598
B -0.2325 -4.4962 -0.4584
H 0.1833 -5.5704 -0.3618
H -1.3591 -4.4488 -0.5818
H 0.0722 -3.8489 0.3865
H 0.2151 -4.1038 -1.3894
B 3.9043 -1.4603 -1.3392
H 3.8845 -2.3417 -0.6631
H 4.6496 -1.5781 -2.2093
H 2.9169 -1.3556 -1.8358
H 4.0819 -0.5218 -0.7179
C 1.1872 1.4644 5.0713
C 0.0804 1.4540 4.0992
C -0.2940 -0.0615 3.9678
O 0.8746 -0.7667 4.4640
C 1.9215 0.1765 4.7141
H 0.9070 1.3445 6.1253
H 1.7506 2.3943 4.9336
H 0.4214 1.8796 3.1546
H -0.8169 2.0270 4.3587
H -0.5152 -0.2704 2.9202
H -1.1654 -0.3892 4.5356
H 2.3771 0.2778 3.7214
H 2.6396 -0.2388 5.4209
C 3.6642 2.9904 1.8959
C 2.5321 2.6015 0.9830
C 2.8537 1.1173 0.7122
O 4.2474 0.9125 1.0982
C 4.8278 2.1681 1.3904
H 3.4819 2.6187 2.9124
H 3.8011 4.0707 2.0382
H 2.7408 3.1630 0.0678
H 1.5239 2.6750 1.3854
H 2.7061 0.9295 -0.3519
H 2.3145 0.4275 1.3596
H 5.3643 2.6535 0.5601
H 5.6168 2.0622 2.1459
C -0.2996 4.1977 -0.8706
C -0.8482 5.0944 -1.9595
C -0.3116 4.3759 -3.2136
O -0.2291 2.9878 -2.8799
C -0.3870 2.8389 -1.4784
H -0.9243 4.3294 0.0164
H 0.7529 4.4495 -0.7137
H -0.5918 6.1585 -2.0111
H -1.9373 5.0324 -2.0503
H 0.6195 4.8191 -3.5840
H -1.0413 4.5937 -4.0044
H 0.4837 2.2561 -1.1670
H -1.2826 2.3439 -1.0919
C -4.9318 2.0532 0.8801
C -3.5409 1.8244 1.4116
C -3.2769 0.3591 1.2243
O -3.9078 0.0744 -0.0174
C -5.1327 0.8122 -0.0208
H -5.0480 3.0316 0.4070
H -5.5525 2.1226 1.7807
H -3.4735 2.1460 2.4536
H -2.8338 2.3622 0.7757
H -3.6841 -0.3710 1.9364
H -2.2153 0.1114 1.2641
H -5.9809 0.2196 0.3449
H -5.4352 1.0228 -1.0482
```

This record from the OMol25 dataset describes a structure of composition C16H8B3Br4O26V. The level of theory is the ωB97M-V functional and the def2-TZVPD basis.

Calculated values
Total charge: -2
Highest occupied orbital energy, eV: -5.205
ΔE to the lowest compared entry with this formula, charge and spin, eV: 1.4394

XYZ file:
```
58
C16H8B3Br4O26V, DFT the ωB97M-V functional and the def2-TZVPD basis
O -0.5939 -3.0769 1.5999
V 0.0267 -2.0345 0.5488
O 1.3372 -1.4528 1.2287
O -3.0415 2.0272 0.6910
C -2.0484 1.9863 1.3434
O -1.4613 2.9660 1.9709
B -0.2099 2.5710 2.6421
O -0.0863 1.1447 2.1752
C -1.0722 0.7738 1.4385
O -1.1894 -0.3066 0.8888
O -0.2836 2.6574 4.1018
C 0.4239 3.6787 4.5372
O 0.4808 4.1239 5.6437
C 1.1533 4.2435 3.2675
O 0.9146 3.4012 2.2496
O 1.7083 5.2932 3.1841
O -5.7881 1.5360 -2.3645
C -4.9454 0.7749 -2.7140
O -4.8088 -0.5003 -2.3732
B -3.5162 -1.0199 -2.8256
O -2.9426 0.0371 -3.6942
C -3.6907 1.1250 -3.5323
O -3.4330 2.2229 -3.9193
O -3.5919 -2.3097 -3.5901
C -2.8332 -3.1813 -2.9851
O -2.6431 -4.3124 -3.3494
C -2.1791 -2.5333 -1.8004
O -2.6058 -1.3062 -1.6711
O -1.4764 -3.1051 -0.9780
O -0.8313 5.1587 -0.9192
C -0.0822 4.2986 -1.2753
O -0.4062 3.1229 -1.7514
B 0.7583 2.3351 -2.1163
O 1.8830 3.2530 -1.9003
C 1.4759 4.3991 -1.3819
O 2.1559 5.3493 -1.1362
O 0.9245 1.1063 -1.2970
C 0.6785 0.0472 -2.0131
O 0.5296 -1.0738 -1.5929
C 0.5807 0.5206 -3.4944
O 0.7281 1.8175 -3.4823
O 0.5398 -0.1866 -4.4433
Br 0.9533 -1.1317 4.6953
C 2.4077 0.0114 4.0650
C 2.5966 1.1491 5.0345
Br 4.0613 2.2907 4.3866
H 2.1478 0.3098 3.0529
H 3.2950 -0.6137 4.0698
H 2.9532 0.6633 5.9427
H 1.7078 1.7252 5.2596
Br 3.1755 -8.2154 -2.3272
C 2.6751 -6.3375 -2.1252
C 2.1977 -6.1754 -0.7154
Br 1.4831 -4.3522 -0.5365
H 1.9139 -6.0267 -2.8422
H 3.5007 -5.6900 -2.4167
H 2.9931 -6.3114 0.0125
H 1.3994 -6.8672 -0.4663
```

This record from the OMol25 dataset describes a cluster of 37 separate species, C16H95N2O41P in total. The level of theory is the ωB97M-V functional and the def2-TZVPD basis.

Calculated values
Highest occupied orbital energy, eV: -9.195

XYZ file:
```
155
C16H95N2O41P, DFT the ωB97M-V functional and the def2-TZVPD basis
C -1.0270 5.0703 -1.8514
C -0.8062 3.5784 -1.6259
O -1.8892 2.8083 -2.1499
C -2.0312 1.5562 -1.5044
C -0.7504 0.6972 -1.5288
C 0.0990 0.7431 -0.2705
C -0.5637 0.6286 0.9422
C 0.1296 0.6774 2.1256
C 1.5102 0.8195 2.1111
C 2.2099 0.9336 0.9155
P 4.0517 1.1105 1.1088
N 4.6241 -0.4519 0.6032
O 4.6227 2.1904 -0.0110
C 1.4952 0.8872 -0.3059
C 2.2332 1.0158 -1.6160
C 1.9312 -0.0972 -2.6569
C 3.2470 -0.6452 -3.2307
O 3.0945 -1.1079 -4.5619
C 2.5715 -2.4408 -4.5871
C 1.9560 0.7998 3.5821
O 3.0690 0.8306 4.0492
N 0.7656 0.7437 4.3261
C -0.3739 0.5931 3.5204
O -1.5033 0.4631 3.9225
H -0.5868 5.3798 -2.7989
H -2.1004 5.2646 -1.8255
H -0.5297 5.6402 -1.0671
H -0.7483 3.4018 -0.5407
H 0.1448 3.2656 -2.0746
H -2.4630 1.6959 -0.5076
H -2.7814 1.0161 -2.0910
H -1.0654 -0.3426 -1.6670
H -0.1972 1.0055 -2.4108
H -1.6403 0.4941 0.9651
H 4.3094 -1.0693 1.3498
H 4.0761 -0.7468 -0.2088
H 5.1820 1.7171 -0.6445
H 3.2983 0.9756 -1.3980
H 2.0580 1.9844 -2.0916
H 1.3079 -0.8944 -2.2620
H 1.4211 0.3460 -3.5176
H 4.0106 0.1406 -3.2600
H 3.6219 -1.4223 -2.5464
H 3.3691 -3.1835 -4.4902
H 1.8798 -2.5945 -3.7595
H 2.0170 -2.5466 -5.5170
H 0.8619 0.1115 5.1203
O -5.1518 0.5620 -2.2141
H -5.2034 0.4144 -3.1688
H -6.0567 0.4217 -1.9031
O 0.7649 -4.6486 -4.1837
H -0.0964 -4.9248 -4.5267
H 1.3746 -5.3306 -4.4992
O 3.5469 3.7189 3.5036
H 3.6560 3.6697 2.5472
H 3.3666 2.7992 3.7394
O -1.5683 -2.2663 5.1154
H -1.4989 -1.4582 4.5939
H -1.3333 -2.0069 6.0165
O -5.8882 -2.3943 -1.7011
H -5.2178 -3.0374 -1.4343
H -5.3816 -1.6222 -1.9865
O -7.5233 -4.8265 -2.7436
H -7.1139 -4.0532 -2.3318
H -6.8088 -5.2029 -3.2648
O 5.7347 -2.8277 -3.8411
H 6.0136 -2.6539 -2.9366
H 5.0446 -2.1766 -4.0157
O 2.0157 -2.1038 -0.2931
H 1.5211 -1.8332 0.4909
H 2.4648 -2.9143 -0.0292
O 1.7131 4.2098 -3.0670
H 1.9676 4.2723 -3.9981
H 2.5542 4.2050 -2.5992
O -1.0066 -3.3859 2.3152
H -0.8756 -3.3430 3.2730
H -1.7189 -2.7559 2.1466
O -5.2663 -5.2892 -0.9204
H -5.1538 -6.0514 -1.4957
H -6.2213 -5.2407 -0.7839
O -1.1303 -2.5988 -2.4485
H -1.9756 -2.8947 -2.8193
H -0.5197 -3.2817 -2.7386
O 1.0463 -4.8210 4.4212
H 1.0214 -4.8447 3.4590
H 0.1461 -5.0312 4.6926
O -1.8932 -6.4644 1.5011
H -1.5407 -5.7351 2.0285
H -1.1439 -6.7607 0.9742
O 1.3560 -6.1634 -1.6577
H 1.4250 -5.4395 -2.2925
H 1.7264 -5.8137 -0.8424
O 3.9779 6.0409 5.3596
H 4.0483 5.2841 4.7625
H 3.0278 6.1140 5.5169
O -2.8528 -3.3554 -4.6308
H -3.3975 -4.1484 -4.7619
H -2.5386 -3.1285 -5.5160
O 1.4624 5.6850 -5.7008
H 1.3465 5.4346 -6.6218
H 0.5907 5.5530 -5.3129
O 6.5797 7.2501 4.0268
H 5.8505 6.8108 4.4821
H 6.4934 6.9687 3.1118
O 1.3332 -4.9088 -7.1460
H 1.0236 -4.6728 -6.2636
H 2.1332 -4.3885 -7.2709
O 2.1061 0.5562 6.9694
H 2.4169 0.6834 6.0696
H 2.9088 0.4914 7.4947
O 1.1159 5.3594 5.0387
H 1.2697 4.5101 4.6097
H 0.6455 5.1410 5.8505
O 3.7956 2.9898 -4.4394
H 4.6364 2.9650 -4.9088
H 3.5570 2.0632 -4.3266
O 4.5880 -0.6263 6.5862
H 4.1203 -1.4419 6.3795
H 4.9583 -0.3405 5.7440
O -1.6323 -1.4593 -6.4278
H -1.5473 -0.7591 -7.0812
H -1.2894 -1.0730 -5.6136
O -0.8995 3.7550 -5.8448
H -0.7967 2.8668 -6.1987
H -1.3071 3.6212 -4.9792
O -4.3359 -2.5422 6.0161
H -3.4713 -2.4935 5.5861
H -4.5841 -3.4688 5.9512
O 4.7896 8.0024 7.5719
H 4.8620 7.2461 6.9743
H 3.8448 8.0788 7.7340
O 5.8090 10.9931 8.6885
H 5.3542 10.1579 8.5265
H 6.1171 11.2584 7.8172
O -3.6699 -3.8038 1.2637
H -4.4646 -4.1878 0.8757
H -2.9736 -4.4282 1.0245
O -4.1680 0.6305 5.5119
H -3.2953 0.6443 5.1017
H -4.4303 -0.2988 5.5143
O -8.0218 1.7246 -1.5184
H -7.5901 2.3744 -0.9543
H -8.9536 1.9614 -1.4956
O -4.4686 1.6561 -4.7365
H -4.3931 2.3970 -5.3455
H -4.2033 2.0267 -3.8836
O -2.6304 -2.9433 8.2487
H -2.4034 -2.8729 9.1812
H -3.3585 -2.3239 8.1169
O -3.9188 -5.9990 -4.9953
H -4.7748 -6.2428 -5.3637
H -3.3270 -6.7050 -5.2748
O -3.4236 -0.9500 0.4882
H -3.3384 -0.9832 -0.4706
H -3.5858 -1.8688 0.7448
```

This record from the OMol25 dataset describes a structure of composition C17H10IN3O7Ru. The level of theory is the ωB97M-V functional and the def2-TZVPD basis.

Calculated values
Highest occupied orbital energy, eV: -7.978
ΔE to the lowest compared entry with this formula, charge and spin, eV: 0.3235

XYZ file:
```
39
C17H10IN3O7Ru, DFT the ωB97M-V functional and the def2-TZVPD basis
Ru 0.5623 0.5698 -1.2066
O -3.1923 -0.8595 -0.5016
C -2.0331 -1.3414 -0.0548
O -1.6695 -1.3373 1.0865
C -1.2687 -1.9861 -1.1758
C -1.7760 -3.1427 -1.7536
C -1.0566 -3.7762 -2.7426
C 0.1423 -3.2114 -3.1437
C 0.5543 -2.0351 -2.5509
N -0.1298 -1.4097 -1.5692
C 1.8207 -1.4279 -3.0682
O 2.5210 -1.9206 -3.8980
O 2.0921 -0.2320 -2.4840
H -3.6078 -0.3379 0.2075
H -2.7287 -3.5249 -1.4133
H -1.4240 -4.6836 -3.2018
H 0.7605 -3.6453 -3.9163
O -2.8201 1.9097 0.6736
C -1.7163 1.6572 1.0967
N -0.6255 1.2045 0.3761
C 0.3429 0.8516 1.2213
O 1.3399 0.2970 0.6963
C 0.0021 1.1640 2.6233
C 0.6666 1.0261 3.8204
C -0.0087 1.4380 4.9698
C -1.2948 1.9570 4.8986
C -1.9572 2.0843 3.6760
C -1.2823 1.6827 2.5486
H 1.6675 0.6189 3.8685
H 0.4758 1.3527 5.9336
H -1.7900 2.2671 5.8098
H -2.9605 2.4849 3.6116
O 2.3517 4.5254 -0.9383
C 1.8128 3.4832 -1.1343
N 1.2990 2.4365 -1.3561
I 4.9476 -0.3538 -1.7413
C 3.3142 0.4391 -2.8351
H 3.5068 0.3065 -3.8919
H 3.1617 1.4690 -2.5403
```

This record from the OMol25 dataset describes a structure of composition C17H11AlF10N4O2. The level of theory is the ωB97M-V functional and the def2-TZVPD basis.

Calculated values
Highest occupied orbital energy, eV: -8.265

XYZ file:
```
45
C17H11AlF10N4O2, DFT the ωB97M-V functional and the def2-TZVPD basis
Al -0.3998 -0.3625 0.3567
C -1.6123 -1.4789 -1.9698
N -1.7039 -1.6355 -0.5167
C -2.9442 -1.0173 0.0222
C -2.9612 0.4696 -0.1699
N -1.5610 0.9723 -0.1878
C -1.2742 2.3015 -0.1394
C -2.0200 3.2857 0.5293
F -3.1754 3.0176 1.1146
C -1.6691 4.6361 0.4894
F -2.4843 5.5323 1.0715
C -0.5082 4.9712 -0.1135
F 0.0563 6.1748 0.1458
C 0.2503 4.0522 -0.8375
F 1.4334 4.3279 -1.4737
C -0.1386 2.7469 -0.8588
F 0.5505 1.8541 -1.5582
C -1.2438 -2.8515 0.1063
C 0.2372 -2.9944 -0.1737
N 0.7892 -1.6281 -0.0799
C 2.1856 -1.4468 0.0432
C 2.5718 -0.1033 0.3139
F 1.4893 0.7740 0.4943
C 3.8856 0.3142 0.4535
F 4.0465 1.5461 0.8755
C 4.8996 -0.6047 0.2933
F 6.2051 -0.3296 0.4485
C 4.5776 -1.9253 0.0150
F 5.5606 -2.7712 -0.0375
C 3.2602 -2.2929 -0.1059
F 2.9785 -3.5528 -0.3915
H -2.3919 -2.0454 -2.4607
H -0.6799 -1.8105 -2.3613
H -1.7297 -0.3868 -2.1165
H -2.8528 -1.2839 1.1085
H -3.8406 -1.5211 -0.3118
H -3.6109 0.9303 0.5629
H -3.4376 0.8175 -1.1648
H -1.8484 -3.7384 -0.2038
H -1.4178 -2.7704 1.1938
H 0.3460 -3.4634 -1.1573
H 0.7128 -3.6119 0.6092
O 0.1170 -1.9752 3.0329
N 0.0369 -0.8210 3.0743
O -0.6844 -0.3018 2.0356
```

This record from the OMol25 dataset describes the molecule C17H11ClN2O3. The level of theory is the ωB97M-V functional and the def2-TZVPD basis.

Calculated values
Highest occupied orbital energy, eV: -9.393
SMILES string: N#C/C(=C\c1ccccc1Cl)C(=O)NC(=O)Oc1ccccc1

XYZ file:
```
34
C17H11ClN2O3, DFT the ωB97M-V functional and the def2-TZVPD basis
N -0.1795 -0.5711 -2.3487
C -0.4512 -1.0907 -1.3631
C -0.8418 -1.8121 -0.2143
C -1.9399 -1.5120 0.5045
C -2.8059 -0.3573 0.3181
C -4.1866 -0.5693 0.2811
C -5.0635 0.4732 0.0608
C -4.5775 1.7617 -0.0977
C -3.2179 2.0025 -0.0207
C -2.3363 0.9526 0.1843
Cl -0.6523 1.3103 0.3628
C -0.1166 -3.0811 0.0910
O -0.7011 -4.0821 0.4275
N 1.2572 -3.0954 -0.0516
C 2.2124 -2.0835 -0.0695
O 3.3783 -2.3345 -0.1762
O 1.6711 -0.8766 0.0742
C 2.5297 0.2355 0.0660
C 2.3839 1.1650 -0.9511
C 3.1766 2.2990 -0.9401
C 4.1070 2.4913 0.0676
C 4.2483 1.5486 1.0714
C 3.4572 0.4127 1.0781
H -2.2348 -2.2183 1.2722
H -4.5579 -1.5763 0.4001
H -6.1248 0.2833 0.0181
H -5.2570 2.5824 -0.2679
H -2.8305 3.0044 -0.1155
H 1.6668 -4.0226 0.0176
H 1.6583 0.9904 -1.7304
H 3.0685 3.0302 -1.7266
H 4.7256 3.3761 0.0689
H 4.9760 1.6942 1.8552
H 3.5583 -0.3305 1.8539
```

This record from the OMol25 dataset describes a structure of composition C17H11Co2N2O6. The level of theory is the ωB97M-V functional and the def2-TZVPD basis.

Calculated values
Total charge: -1
Highest occupied orbital energy, eV: -1.548
ΔE to the lowest compared entry with this formula, charge and spin, eV: 4.5461

XYZ file:
```
38
C17H11Co2N2O6, DFT the ωB97M-V functional and the def2-TZVPD basis
C -4.5069 1.2555 -1.1886
N -3.0961 0.8904 -1.2660
C -2.3310 0.3592 -0.2899
N -1.0909 -0.0274 -0.8006
C -1.0985 0.3712 -2.1547
C -2.3551 0.9000 -2.4578
C -2.7617 1.2354 -3.7480
C -1.8003 1.0796 -4.7565
C -0.5378 0.5459 -4.4703
C -0.1583 0.1727 -3.1655
H -4.7752 1.6402 -2.1731
H -5.1622 0.3998 -0.9659
H -4.7217 2.0123 -0.4266
H -2.7202 0.2239 0.7041
H -3.7728 1.6092 -3.9553
H -2.0314 1.3826 -5.7802
H 0.1648 0.4180 -5.2922
H 0.8116 -0.2435 -2.9121
O 0.1790 0.3720 5.7185
C 1.0177 0.0538 5.0052
Co 2.2821 -0.3958 3.8407
C 2.6456 1.2271 3.2564
O 2.9420 2.2569 2.8355
C 3.2749 -0.4976 5.2683
O 3.9816 -0.5594 6.1875
C 0.8328 -1.1815 2.1857
C 0.7080 -1.0499 0.8617
C -0.1707 -1.1244 -0.3298
Co 2.4977 -1.2988 1.4812
C 2.8847 0.1911 0.6266
O 2.9167 1.2005 0.0451
C 3.2304 -2.6894 0.6446
O 3.8684 -3.3503 -0.0258
C 3.8648 -1.2236 2.9456
O 5.0365 -1.1559 3.0500
H 0.1563 -1.6438 2.9359
H 0.5329 -1.3010 -1.2030
H -0.7377 -2.0550 -0.2307
```